No. 1
The following is a DFT calculation (the ωB97M-V functional and the def2-TZVPD basis) of a single C23H15ClO3 molecule at a distorted geometry.

```
42
C23H15ClO3, DFT the ωB97M-V functional and the def2-TZVPD basis
O 2.035 -1.090 -2.822
C 1.840 0.008 -2.256
C 1.998 1.257 -3.012
C 2.211 1.429 -4.405
C 2.354 2.733 -4.831
C 2.321 3.802 -3.964
C 2.251 3.618 -2.557
C 1.891 2.420 -2.127
C 1.600 1.876 -0.773
O 1.444 2.571 0.177
C 1.516 0.336 -0.777
C 0.002 -0.147 -0.526
O -0.681 -0.174 -1.485
C -0.670 -0.089 0.896
C -2.181 -0.476 1.015
C -3.091 0.129 0.207
C -4.483 -0.161 0.286
C -4.921 -1.007 1.294
C -4.029 -1.637 2.140
C -2.714 -1.376 1.994
C 0.100 -1.006 1.770
C 0.574 -2.344 1.389
C 1.302 -3.115 2.230
C 1.509 -2.747 3.505
Cl 2.474 -3.860 4.556
C 0.999 -1.582 3.977
C 0.351 -0.733 3.080
H 2.182 0.555 -5.114
H 2.451 2.858 -5.903
H 2.509 4.758 -4.421
H 2.428 4.464 -1.819
H 2.261 -0.110 -0.063
H -0.399 0.916 1.248
H -2.704 0.946 -0.428
H -5.149 0.492 -0.328
H -5.944 -1.295 1.439
H -4.428 -2.372 2.784
H -2.115 -1.809 2.736
H 0.347 -2.612 0.435
H 1.576 -4.147 1.883
H 1.139 -1.394 5.037
H -0.158 0.113 3.533
```

Properties
* net charge: 0
* spin multiplicity: 1
* M: 374.823 g mol⁻¹
* F_max: 0.114 hartree/bohr
* energy above the lowest of the compared OMol25 structures with the same formula, charge and spin: 1.681 eV

---

No. 2
The following is a DFT calculation (the ωB97M-V functional and the def2-TZVPD basis) of a 2-piece molecular cluster, C8H14NOS overall at a distorted geometry.

```
25
C8H14NOS, DFT the ωB97M-V functional and the def2-TZVPD basis
C 2.490 -0.691 -0.108
C -3.734 -1.637 -1.507
C -3.888 -1.054 -0.369
C 2.009 0.383 -1.132
C 1.694 -0.836 1.135
C 0.499 0.658 -0.975
C 0.271 -0.335 1.110
C 0.456 2.066 1.081
N 0.011 0.842 0.349
O 3.461 -1.349 -0.325
S -1.792 0.976 0.295
H -4.184 -2.449 -1.967
H -2.892 -1.426 -2.227
H -4.328 -0.741 0.610
H 2.621 1.332 -1.026
H 1.970 -0.157 -2.088
H 1.665 -1.964 1.569
H 2.322 -0.354 1.874
H 0.216 1.469 -1.719
H -0.033 -0.331 -1.196
H -0.468 -1.097 0.627
H -0.130 -0.234 2.150
H 0.155 1.993 2.189
H 1.584 2.068 1.068
H 0.025 2.868 0.583
```

Properties
* net charge: +1
* spin multiplicity: 1
* M: 172.273 g mol⁻¹
* F_max: 0.079 hartree/bohr
* energy above the lowest of the compared OMol25 structures with the same formula, charge and spin: 4.937 eV

---

> What is the F_max in the first record?

0.114 hartree/bohr